# 1
A 2-piece molecular cluster, C5H11NO overall. Source: the Open Molecules 2025 dataset; level of theory: the ωB97M-V functional and the def2-TZVPD basis.

XYZ file:
```
18
Properties=species:S:1:pos:R:3:forces:R:3:nbo_charge:R:1
C 1.130542 -1.197443 -1.009845 1.2 0.4 1.0 -0.037
N 1.439136 -0.152181 -0.328362 0.0 -1.1 -2.1 -0.423
C 0.740386 0.250232 0.761932 -1.9 0.2 1.2 0.086
C 1.369016 1.325607 1.595672 -0.3 0.2 -0.1 -0.643
C -0.564132 -0.139239 0.955314 1.8 -0.6 2.1 0.049
O -1.263618 0.418734 2.009481 0.0 0.1 -0.2 -0.688
H 0.603030 -2.062395 -0.600826 -0.4 0.2 -0.1 0.146
H 1.596963 -1.321121 -1.978687 0.0 -0.1 -0.1 0.178
H 1.563569 0.959946 2.605350 0.0 0.0 0.0 0.221
H 2.296902 1.653783 1.132796 0.0 -0.1 0.0 0.228
H 0.701323 2.184770 1.680339 0.0 0.0 0.1 0.228
H -0.857929 -1.165010 0.733401 -0.3 0.4 -0.7 0.184
H -2.133802 0.011706 2.069754 0.1 0.1 -0.1 0.481
C -1.291998 -0.174065 -1.963112 -0.6 0.7 2.5 -0.868
H -1.164434 0.007331 -0.755969 -0.1 -0.5 -3.3 0.222
H -0.686803 0.551226 -2.492807 0.1 -0.1 -0.1 0.220
H -2.342999 0.043245 -2.124114 -0.2 0.2 -0.2 0.210
H -1.135152 -1.195127 -2.290317 0.3 -0.1 0.0 0.206
```
Forces are in eV/Å.

Calculated values
E_tot	-327.00267	hartree
structure (SMILES)	C=N/C(C)=C/O.C
orbital gap (spin up / spin down)	8.44 / 8.44	eV
HOMO energy (spin up / spin down)	-7.8356 / -7.8352	eV
LUMO level (spin up / spin down)	0.60 / 0.60	eV
energy relative to the best compared isomer or geometry (same formula, charge and spin)	80.7	kcal per mole

# 2
A 10-piece molecular cluster, C47H110N3O10 overall. Source: the Open Molecules 2025 dataset; level of theory: the ωB97M-V functional and the def2-TZVPD basis.

XYZ file:
```
170
Properties=species:S:1:pos:R:3:forces:R:3:mulliken_charge:R:1
C 0.191791 -1.542663 1.365818 -0.5 0.9 -1.0 -0.860
C 0.975259 -1.134504 0.086599 3.3 -2.2 0.7 -0.333
O 2.059828 -2.017255 -0.173252 -1.8 0.5 -0.1 -0.925
H -0.382493 -2.467560 1.312190 0.4 -0.4 -0.2 0.265
H -0.583105 -0.782371 1.463767 -0.3 0.5 0.6 0.289
H 0.870347 -1.538307 2.218848 -0.1 -0.1 0.0 0.184
H 1.493962 -0.202716 0.312013 -0.4 1.1 0.4 0.155
H 0.352541 -0.912040 -0.779914 -0.8 -0.2 -0.3 0.231
C -4.271588 -5.711955 12.754052 1.1 -0.2 -0.5 -1.462
C -3.727394 -6.448165 11.495033 -1.4 -0.2 -0.7 1.838
C -4.553247 -7.704801 11.236764 -1.4 -0.6 -0.7 -1.630
C -6.008528 -7.538687 10.714235 0.5 1.5 0.6 -0.680
C -5.906513 -6.688801 9.453226 -0.1 -0.2 -0.2 -1.266
C -5.106926 -5.355901 9.613014 -0.2 -0.4 0.4 1.636
N -3.815515 -5.652473 10.262263 -0.2 -2.0 -0.6 0.041
O -2.951315 -4.581201 10.266746 0.0 0.6 0.2 -0.434
C -4.778594 -4.892774 8.217900 0.7 0.5 -1.4 -2.039
C -5.981119 -4.322952 10.352243 0.1 -0.1 0.6 -1.641
C -2.312040 -6.961901 11.676923 0.2 0.0 0.2 -1.871
H -3.433836 -5.668447 13.450025 -0.4 0.0 0.5 0.458
H -5.119702 -6.273137 13.146329 0.0 0.4 0.3 0.292
H -4.526056 -4.679256 12.515556 -0.3 -0.1 0.2 0.244
H -4.125932 -8.208966 10.369980 0.7 -0.4 0.3 0.430
H -4.498987 -8.330244 12.127815 0.0 -0.2 -0.1 0.484
H -6.660544 -6.972517 11.379384 0.1 0.0 0.6 0.309
H -6.540957 -8.478220 10.566253 0.4 -0.1 -0.2 0.403
H -6.910458 -6.463361 9.093523 -0.1 0.3 0.0 0.435
H -5.461835 -7.278984 8.651957 0.3 0.0 0.0 0.431
H -4.006920 -5.532214 7.789257 -0.2 -0.4 0.0 0.473
H -5.623478 -4.886086 7.529253 -0.3 -0.2 0.2 0.390
H -4.329739 -3.908427 8.084904 -0.1 0.3 0.7 0.375
H -6.414756 -4.737220 11.262427 -0.5 -0.4 -0.2 0.398
H -5.445212 -3.483371 10.794986 0.4 0.3 -0.6 0.301
H -6.755483 -3.931208 9.692688 0.0 0.0 0.1 0.422
H -1.642423 -6.116293 11.833922 0.3 -0.3 0.0 0.419
H -1.988220 -7.611083 10.863416 0.0 0.6 -0.5 0.418
H -2.284986 -7.671980 12.503448 0.0 0.4 0.6 0.428
H -3.408477 -3.954510 10.832319 0.3 0.9 0.3 0.397
C -3.048087 8.244977 0.651061 0.2 0.1 0.2 -1.679
C -1.925182 7.134940 0.753831 -0.6 1.5 -1.6 1.603
C -1.851958 6.475134 -0.658276 0.7 0.0 -0.1 -1.203
C -1.061687 7.223586 -1.715921 1.2 1.1 1.1 -0.790
C 0.320115 7.667471 -1.138967 -0.9 0.3 -0.7 -1.451
C 0.292037 8.354187 0.238659 0.7 0.0 -1.4 1.574
N -0.594638 7.667289 1.143967 -0.2 -1.9 1.0 0.338
O -0.658403 8.273609 2.448843 -0.4 0.7 -0.9 -0.513
C 1.788934 8.216745 0.646670 -1.6 1.0 1.4 -1.863
C -0.100328 9.819984 0.076630 -0.2 0.5 -0.4 -1.707
C -2.346067 6.001943 1.650150 0.8 -0.4 1.1 -1.942
H -4.041612 7.834797 0.470049 0.1 -0.5 0.1 0.465
H -2.908235 8.940598 -0.176373 0.4 -0.1 -0.1 0.329
H -3.170805 8.874949 1.532072 0.4 -0.2 0.3 0.359
H -1.367735 5.502895 -0.566707 -0.4 -0.3 0.2 0.420
H -2.901870 6.400503 -0.941479 0.1 -0.5 -0.2 0.505
H -1.596825 8.149259 -1.927749 0.0 0.0 -0.5 0.296
H -0.815086 6.701645 -2.640502 -0.7 -0.3 0.0 0.377
H 0.709051 8.413612 -1.831846 0.0 0.3 -0.1 0.424
H 1.129554 6.937876 -1.163762 -0.6 -0.7 0.1 0.484
H 2.072849 7.167363 0.726116 0.2 0.2 -0.2 0.488
H 2.375987 8.844678 -0.023527 0.2 -0.4 0.0 0.355
H 1.791076 8.682926 1.631953 0.7 -0.1 0.3 0.450
H -0.920567 9.975388 -0.624208 -0.6 -0.5 0.3 0.335
H -0.381492 10.229642 1.046809 0.2 0.3 -0.1 0.341
H 0.640277 10.421203 -0.450755 0.6 0.0 0.6 0.455
H -2.760202 6.333504 2.602333 -0.1 0.0 0.0 0.371
H -1.424168 5.459812 1.860659 0.1 -0.1 0.3 0.494
H -2.971758 5.236043 1.191880 -0.4 0.5 -0.2 0.357
H -0.194085 7.714879 3.076397 0.2 -0.5 -0.3 0.328
C 2.663980 3.814286 -10.559554 -2.2 -0.2 -0.7 -1.731
C 2.024057 4.550580 -9.359481 1.4 0.7 -0.3 1.469
C 3.123659 5.612980 -8.892092 -1.8 0.7 0.7 -1.045
C 2.960725 7.006723 -9.549105 0.1 -0.9 -0.4 -0.756
C 1.515098 7.489419 -9.635893 0.6 -0.4 -1.3 -1.152
C 0.528927 6.447419 -10.308069 2.4 0.3 -0.6 1.555
N 0.653611 5.200206 -9.592923 1.3 -0.1 1.5 0.193
O -0.291099 4.255954 -10.051277 0.2 -0.1 -0.4 -0.490
C -0.778972 7.114964 -10.134719 -1.5 -0.3 1.6 -1.941
C 0.842737 6.285058 -11.832154 -0.7 0.0 0.2 -1.693
C 1.831642 3.512029 -8.273199 0.3 -0.1 0.6 -1.905
H 1.767781 3.316952 -10.930493 0.1 -0.4 -0.8 0.438
H 3.342740 2.989176 -10.343720 0.3 0.5 0.4 0.412
H 3.035867 4.458567 -11.356231 0.2 0.0 0.2 0.307
H 2.986522 5.706278 -7.814790 0.1 0.2 0.2 0.409
H 4.139518 5.258510 -9.066699 -0.2 -0.3 -0.1 0.379
H 3.382241 6.883039 -10.546667 -0.2 0.2 -0.4 0.294
H 3.594938 7.781797 -9.118830 0.0 -0.2 0.4 0.416
H 1.490769 8.331237 -10.327871 0.1 0.2 -0.2 0.441
H 1.168385 7.942124 -8.706937 -0.3 -0.7 0.3 0.432
H -0.880839 7.333081 -9.071638 0.2 0.4 0.2 0.497
H -0.784067 8.064078 -10.670682 -0.5 -0.3 -0.2 0.403
H -1.652935 6.469901 -10.225248 0.0 0.1 -1.2 0.357
H 0.293271 5.460641 -12.286603 -0.2 -0.3 0.5 0.355
H 0.404182 7.146096 -12.336517 0.7 0.3 -0.2 0.431
H 1.881175 6.071024 -12.085007 0.0 0.6 0.1 0.311
H 1.115351 2.729046 -8.522152 -0.2 0.3 -0.1 0.412
H 1.577894 3.992293 -7.328189 -0.3 -0.1 0.0 0.416
H 2.761553 2.971989 -8.095113 0.2 0.1 0.0 0.429
H -0.912360 4.211092 -9.320787 -0.1 -0.2 0.1 0.356
C 1.144043 -5.242972 -8.377910 0.1 -0.1 0.0 -1.353
C 2.331072 -6.126481 -7.979437 -1.3 -0.2 -0.7 0.632
C 3.164354 -6.520310 -9.215734 0.7 1.1 0.7 -1.251
O 3.090096 -5.536694 -6.950584 1.0 -0.3 -0.4 -0.546
H 0.444754 -5.076734 -7.558492 0.1 -0.2 0.2 0.382
H 0.594911 -5.770165 -9.158058 -0.1 0.2 -0.1 0.360
H 1.450266 -4.250856 -8.709624 0.2 -0.1 -0.3 0.336
H 1.885456 -7.078271 -7.690255 -0.1 -0.2 0.7 0.137
H 3.809754 -7.378440 -9.028099 -0.2 -0.1 0.0 0.314
H 3.831179 -5.687599 -9.439369 0.1 0.1 -0.2 0.327
H 2.544433 -6.669946 -10.099707 -0.1 -0.2 0.2 0.339
H 2.550957 -5.099612 -6.287353 -0.3 -0.1 -0.1 0.322
C -6.349392 -1.304335 -2.354710 -0.1 0.3 -1.0 -1.239
C -6.907145 -0.398318 -3.510057 -1.7 -2.1 1.1 0.393
C -6.830526 -1.032975 -4.920860 1.0 1.0 1.5 -1.167
O -8.338238 -0.367541 -3.222474 0.3 0.7 -0.3 -0.557
H -6.539041 -0.889703 -1.364660 0.5 0.6 -0.1 0.363
H -5.294824 -1.526476 -2.517945 0.0 -0.1 0.3 0.332
H -6.942701 -2.215813 -2.282051 0.2 -0.2 -0.6 0.341
H -6.515144 0.615564 -3.429699 0.2 0.0 -0.4 0.258
H -7.107719 -2.086505 -4.884133 -0.2 0.2 -0.1 0.297
H -5.771262 -0.946820 -5.162957 0.0 -0.2 -0.6 0.361
H -7.443743 -0.425147 -5.586155 0.1 -0.3 -0.1 0.316
H -8.391826 0.008949 -2.341011 -0.4 0.0 0.1 0.301
C -2.854477 -8.386511 -3.421687 0.3 0.2 0.8 -1.232
C -2.542215 -7.372434 -2.324838 -1.4 0.4 1.6 0.412
C -3.137229 -7.703025 -0.933958 -2.3 -0.5 -1.4 -1.144
O -1.198691 -7.226298 -2.083524 2.2 0.2 -0.9 -0.552
H -3.932460 -8.521652 -3.509955 0.0 -0.1 0.1 0.318
H -2.381017 -9.323003 -3.126840 0.0 -0.2 -0.3 0.351
H -2.476711 -8.023478 -4.377512 0.1 -0.2 0.1 0.281
H -2.991972 -6.430105 -2.637620 0.0 0.3 -0.1 0.269
H -2.971757 -7.046804 -0.079499 0.9 -0.1 -0.3 0.322
H -3.056946 -8.769820 -0.725125 0.5 0.1 0.4 0.284
H -4.204019 -7.562994 -1.108454 -0.6 -0.2 0.2 0.345
H -1.013356 -6.294284 -1.947181 0.3 0.0 0.1 0.344
C 8.373590 3.067906 -1.279269 -1.2 0.7 -0.8 -1.215
C 9.273179 1.944177 -1.723417 -1.1 -0.1 0.7 0.187
C 10.533638 2.444320 -2.374193 0.0 -0.8 -0.7 -1.110
O 9.571071 1.204141 -0.514681 0.5 0.5 -0.8 -0.522
H 8.881160 3.819888 -0.675116 0.2 -0.2 0.3 0.348
H 7.461282 2.718769 -0.795645 0.3 -0.2 0.4 0.349
H 7.960137 3.643058 -2.107742 0.3 0.0 -0.5 0.345
H 8.716714 1.244125 -2.346622 0.1 0.1 -0.2 0.329
H 11.063426 3.078515 -1.663398 0.4 -0.2 -0.1 0.301
H 10.395519 2.976922 -3.315133 -0.4 0.4 0.2 0.334
H 11.056651 1.544859 -2.699027 0.7 0.1 0.5 0.292
H 9.917176 1.944842 -0.011529 0.3 -0.4 1.0 0.361
C 4.612366 2.360951 5.480899 -0.4 0.9 1.3 -1.347
C 5.357204 1.111458 5.841225 0.0 -1.2 -0.9 0.477
C 4.791014 0.241863 6.981000 0.6 1.0 0.5 -1.164
O 5.370198 0.341924 4.646756 0.1 -0.4 -0.3 -0.534
H 3.575886 2.152344 5.215780 -0.1 -0.2 -0.1 0.390
H 5.065574 2.935967 4.673391 0.2 -0.2 0.1 0.347
H 4.547897 2.984598 6.372529 0.0 0.4 0.0 0.336
H 6.418229 1.303204 6.001075 0.0 0.3 0.5 0.228
H 3.828075 -0.226482 6.777282 0.1 0.1 -0.3 0.276
H 4.693431 0.854152 7.877477 -0.3 0.2 0.1 0.332
H 5.530821 -0.499135 7.283828 -0.1 -0.3 -0.4 0.316
H 4.508153 0.527911 4.267429 0.0 -0.5 -0.6 0.341
C 3.627420 -6.711472 7.717008 0.3 0.1 0.6 -1.273
C 3.031402 -6.940424 6.361021 -0.5 -0.1 0.1 0.570
C 1.539930 -7.045003 6.297951 -1.2 -0.2 0.9 -1.316
O 3.365162 -5.926139 5.469919 1.2 0.5 -1.0 -0.544
H 4.654930 -6.357089 7.634973 0.1 -0.3 -0.2 0.339
H 3.626517 -7.666730 8.241975 0.0 0.2 0.4 0.344
H 3.133499 -5.927888 8.291578 -0.4 -0.1 0.1 0.275
H 3.449256 -7.886236 6.016159 0.2 0.1 -0.5 0.216
H 1.224273 -7.317856 5.290964 -0.1 0.0 0.1 0.314
H 1.075326 -6.100568 6.581309 0.2 0.5 -0.4 0.360
H 1.068366 -7.677421 7.050122 0.3 -0.7 -0.1 0.366
H 2.799875 -5.161264 5.600371 -0.1 0.0 0.1 0.347
```
Forces are in eV/Å.

Calculated values
E_tot	-2773.08614	hartree
orbital gap	3.64	eV
HOMO energy	-1.8890	eV
LUMO level	1.75	eV
total charge	-1
energy relative to the best compared isomer or geometry (same formula, charge and spin)	125.2	kcal per mole

# 3
C21H31BCl5F4N5O8PRb as an isolated structure. Source: the Open Molecules 2025 dataset; level of theory: the ωB97M-V functional and the def2-TZVPD basis.

XYZ file:
```
77
Properties=species:S:1:pos:R:3:forces:R:3:mulliken_charge:R:1
Rb -1.355113 0.058334 -0.364096 -1.2 0.6 -0.1 1.012
N 2.119323 -3.196319 -0.173665 0.2 0.2 -0.1 -0.757
C 2.655924 -2.464914 -1.334978 -0.2 0.0 0.3 0.668
C 3.557926 -1.323965 -0.908962 -0.1 0.2 0.0 -1.186
N 2.828455 -0.140898 -0.459772 0.2 0.0 0.0 0.475
C 3.719150 0.875152 0.091467 -0.1 -0.2 0.0 -0.923
C 2.954118 2.034074 0.690023 -0.2 0.0 0.1 -0.242
N 2.182898 1.611501 1.871909 0.4 -0.2 -0.2 -0.640
H 1.420567 -3.856508 -0.492823 0.0 -0.1 -0.1 0.358
H 1.585888 -2.565066 0.418928 0.0 0.1 -0.1 0.182
H 1.877269 -2.058245 -1.985443 -0.1 0.1 -0.1 -0.658
H 3.249163 -3.161452 -1.930286 0.0 -0.1 0.0 0.448
H 4.172370 -1.018904 -1.761063 0.0 0.0 -0.1 0.459
H 4.240701 -1.704249 -0.136566 0.1 0.0 0.1 0.367
H 2.135260 -0.392368 0.232877 0.0 -0.2 0.1 -0.252
H 4.355664 1.244899 -0.718978 0.0 0.0 0.0 0.399
H 4.380909 0.458797 0.866347 0.1 -0.1 0.1 0.367
H 2.320443 2.462720 -0.090574 -0.1 0.1 -0.1 0.050
H 3.669462 2.800090 0.996635 0.0 0.0 0.1 0.493
H 1.368977 1.086838 1.572887 -0.2 0.1 -0.1 0.054
H 1.779607 2.421280 2.319548 -0.1 0.2 0.1 0.310
Cl -1.612344 7.499815 1.211420 0.0 -0.1 0.1 -0.249
C -1.373857 5.781899 1.305615 0.0 -0.1 0.1 0.337
C -0.997267 5.053221 0.175643 0.1 -0.2 -0.1 -0.007
Cl -0.767272 5.888773 -1.327311 0.0 -0.1 0.1 -0.225
C -0.788461 3.682578 0.241856 -0.1 0.1 0.1 0.827
Cl -0.308053 2.792283 -1.170806 0.2 0.6 0.0 -0.022
C -0.960947 2.932438 1.453456 0.1 -0.3 0.0 -1.373
O -0.770211 1.680402 1.532157 0.1 0.9 0.4 -0.487
C -1.339207 3.724938 2.584078 0.1 0.1 0.0 0.438
Cl -1.501325 2.868700 4.087467 0.0 0.1 -0.1 -0.246
C -1.539254 5.095851 2.512802 0.0 -0.1 -0.1 0.124
Cl -1.987002 5.976557 3.939637 0.0 0.0 -0.1 -0.233
O -2.668353 -4.952070 2.804361 -0.2 0.0 -1.2 -0.555
C -2.061293 -4.135513 3.627400 0.3 0.6 0.2 0.429
O -2.098767 -4.286653 4.834656 0.0 -0.1 -0.2 -0.674
C -1.301841 -2.978668 3.050635 -0.1 -0.3 -0.4 0.268
C -0.687258 -2.058170 3.862744 0.0 0.2 0.2 -0.629
N -0.064565 -1.181290 3.062729 0.1 0.0 0.0 -0.148
N -0.213190 -1.459278 1.763970 -0.2 -0.4 0.2 -0.017
C -0.978127 -2.549143 1.722484 0.1 0.0 0.1 -0.118
C -1.382054 -3.086646 0.354451 -0.1 -0.5 -0.2 0.689
O -2.018573 -4.176417 0.336712 -0.1 0.2 0.6 -0.953
O -1.046261 -2.402489 -0.633637 0.1 -1.3 0.3 -0.395
H -2.552758 -4.657574 1.816855 0.4 -0.2 0.6 0.452
H -0.682192 -1.985379 4.940772 0.0 0.0 -0.2 0.523
H 0.402047 -0.326578 3.314907 0.0 0.1 0.0 0.174
C 0.063549 -3.924461 -3.990625 0.1 -0.1 0.0 -1.090
C -0.900911 -2.768201 -3.845463 0.1 0.1 0.0 0.168
O -0.262552 -1.555187 -4.292086 -0.1 -0.2 0.0 -0.527
P -0.069678 -0.268191 -3.289956 0.0 -0.1 -0.6 1.144
O -0.875641 0.867063 -4.136383 -0.2 0.1 0.0 -0.605
C -2.317753 0.951223 -3.992016 0.1 -0.1 0.0 0.085
C -3.011135 0.389122 -5.210282 -0.1 0.0 -0.1 -1.242
O 1.424052 0.171947 -3.718311 0.1 0.0 -0.1 -0.501
C 1.852607 0.218708 -5.085342 0.0 -0.1 0.2 -0.274
C 2.839696 -0.901900 -5.335935 0.0 -0.1 0.0 -0.975
H -0.439644 -4.859191 -3.718010 0.1 0.1 0.0 0.403
H 0.924931 -3.790718 -3.327254 -0.1 0.0 -0.1 0.055
H 0.426771 -4.005669 -5.021167 0.0 0.0 0.1 0.337
H -1.230489 -2.681809 -2.809365 0.0 0.1 0.0 0.014
H -1.781456 -2.926004 -4.471395 0.0 0.0 -0.1 0.347
H -2.567283 1.994642 -3.844159 0.0 0.2 0.0 0.359
H -2.671083 0.431595 -3.097242 0.2 -0.1 0.0 0.041
H -2.706474 0.931027 -6.109816 0.0 0.0 0.0 0.300
H -4.092128 0.493567 -5.074787 0.1 0.0 0.0 0.378
H -2.766760 -0.668135 -5.344468 0.0 0.1 0.0 0.154
H 2.320551 1.191087 -5.234827 0.0 0.1 0.0 0.353
H 1.000032 0.148461 -5.760829 -0.1 0.0 0.0 0.279
H 3.699882 -0.810728 -4.666211 -0.1 0.0 -0.1 0.220
H 3.195300 -0.869421 -6.371779 0.0 0.0 0.1 0.394
H 2.359216 -1.867378 -5.155232 0.1 0.1 0.0 0.145
F -5.770055 2.041354 -0.664094 0.5 -0.2 -0.5 -0.387
B -4.787176 1.593545 -1.576362 0.0 0.0 0.0 0.540
F -4.431492 0.235904 -1.288527 0.0 0.4 -0.1 -0.411
F -5.276111 1.667632 -2.919783 0.2 0.0 0.6 -0.407
F -3.599933 2.378228 -1.466593 -0.5 -0.3 0.0 -0.212
```
Forces are in eV/Å.

Calculated values
E_tot	-4785.77102	hartree
orbital gap	6.94	eV
HOMO energy	-3.2139	eV
LUMO level	3.72	eV
total charge	-2
energy relative to the best compared isomer or geometry (same formula, charge and spin)	27.8	kcal per mole

- energy relative to the best compared isomer or geometry (same formula, charge and spin) of number 2 (C47H110N3O10)?
  125.2 kcal per mole